# C5H6N2OS

One molecule with the formula C5H6N2OS at a distorted geometry (wB97M-V/def2-TZVPD, the Open Molecules 2025 dataset).

ORCA input file:
```
! wB97M-V def2-TZVPD RIJCOSX def2/J DEFGRID3
* xyz 0 1
C 2.03 -1.39 0.03
C 2.99 -0.46 0.05
C 0.73 0.30 -0.04
C -2.97 0.05 0.07
C -0.71 1.26 -0.05
N 0.78 -0.97 -0.07
N -2.49 1.21 0.17
O -2.44 -1.20 0.03
S 2.24 1.13 -0.02
H 2.37 -2.37 0.12
H 4.08 -0.37 0.21
H -3.98 0.15 -0.08
H -0.54 2.10 0.47
H -1.47 -1.09 0.16
H -0.62 1.64 -1.05
*
```

Calculated values
Kohn-Sham gap	10.3	eV
E_HOMO	-9.69	eV
relative energy (zero: lowest compared OMol25 entry of this formula, charge and spin)	311.7	kJ/mol
LUMO level	0.6005	eV

***

# C9H15Cl3N3O3RhTe4

C9H15Cl3N3O3RhTe4 as an isolated structure at a distorted geometry (wB97M-V/def2-TZVPD, the Open Molecules 2025 dataset).

ORCA input file:
```
! wB97M-V def2-TZVPD RIJCOSX def2/J DEFGRID3
* xyz 0 5
Rh -0.96 -1.45 1.10
Te -2.90 -3.20 1.46
Te -2.76 -3.40 4.09
Te -0.27 -2.63 4.88
Te 1.13 -2.15 2.63
Cl -4.18 -3.63 -2.14
C -3.22 -2.18 -2.51
Cl -4.32 -0.88 -2.97
Cl -2.15 -2.54 -3.87
C -2.37 -1.80 -1.24
O -2.79 -0.88 -0.52
O -1.33 -2.47 -1.05
C 1.67 1.77 1.97
N 2.19 1.30 0.70
C 3.63 1.19 0.63
C 1.34 0.66 -0.16
O 0.17 0.40 0.17
N 1.84 0.31 -1.39
C 2.68 1.20 -2.17
C 1.09 -0.64 -2.19
H 1.96 2.82 2.12
H 2.06 1.17 2.79
H 0.59 1.69 1.97
H 4.00 0.90 1.61
H 4.10 2.13 0.35
H 3.92 0.42 -0.08
H 2.99 2.06 -1.59
H 2.11 1.56 -3.04
H 3.57 0.68 -2.54
H 0.49 -1.28 -1.54
H 1.79 -1.27 -2.74
H 0.42 -0.14 -2.89
C -2.95 2.10 1.12
C -2.36 0.98 1.82
N -1.88 0.09 2.38
H -3.98 2.22 1.45
H -2.93 1.89 0.05
H -2.39 3.01 1.32
*
```

Calculated values
Kohn-Sham gap (spin up / spin down)	6.4 / 5.7	eV
expectation value of S²	6.03
E_HOMO (spin up / spin down)	-7.01 / -7.55	eV
relative energy (zero: lowest compared OMol25 entry of this formula, charge and spin)	24.9	kJ/mol
LUMO level (spin up / spin down)	-0.6501 / -1.8919	eV

***

# C19H55NO9

A 8-piece molecular cluster, C19H55NO9 overall at a distorted geometry (wB97M-V/def2-TZVPD, the Open Molecules 2025 dataset).

ORCA input file:
```
! wB97M-V def2-TZVPD RIJCOSX def2/J DEFGRID3
* xyz 0 1
C -0.94 4.26 -0.06
C -1.57 3.01 0.41
C -2.03 3.05 1.89
O -2.75 2.74 -0.39
H 0.11 4.15 0.18
H -1.33 5.09 0.51
H -1.16 4.39 -1.09
H -0.87 2.14 0.38
H -2.90 3.66 1.95
H -1.26 3.42 2.61
H -2.30 2.00 2.22
H -3.25 2.06 0.12
C 5.05 2.53 0.69
C 3.93 3.17 1.50
C 3.94 4.67 1.22
O 2.70 2.60 1.19
H 5.00 2.83 -0.38
H 4.98 1.44 0.73
H 6.09 2.81 1.07
H 4.13 2.97 2.59
H 4.93 4.99 1.05
H 3.44 5.23 2.00
H 3.42 4.83 0.30
H 2.73 1.61 1.29
C -2.87 -3.36 1.10
C -3.28 -1.88 0.81
C -3.45 -1.14 2.11
O -2.18 -1.28 0.01
H -3.63 -3.92 1.66
H -1.89 -3.52 1.57
H -2.91 -3.84 0.13
H -4.16 -1.86 0.19
H -2.39 -0.88 2.37
H -3.96 -1.70 2.89
H -3.95 -0.19 1.92
H -2.02 -1.98 -0.65
C -1.66 3.58 -4.07
O -1.20 2.33 -3.59
H -1.81 4.32 -3.27
H -0.79 3.94 -4.68
H -2.44 3.51 -4.81
H -1.91 1.86 -3.17
C 1.85 -1.67 -6.74
O 1.76 -2.85 -7.51
H 0.97 -1.57 -6.04
H 2.78 -1.66 -6.15
H 1.85 -0.85 -7.45
H 1.57 -3.52 -6.87
C -3.98 -4.00 -2.25
O -2.83 -3.14 -2.23
H -3.70 -4.85 -1.62
H -4.85 -3.51 -1.76
H -4.17 -4.34 -3.29
H -2.79 -2.57 -3.00
C -0.55 -0.66 -3.13
O -1.97 -0.64 -2.81
H -0.36 0.02 -3.95
H 0.00 -0.38 -2.24
H -0.31 -1.67 -3.41
H -2.13 -0.40 -1.90
C 1.42 -4.82 1.51
O 1.82 -3.46 1.38
C 0.80 -2.62 0.80
C 1.35 -1.21 0.58
N 1.79 -0.55 1.81
C 0.69 0.02 2.46
C 1.04 0.50 3.81
O 1.70 -0.64 4.41
C 2.61 -0.24 5.38
H 0.42 -4.92 2.02
H 2.18 -5.35 2.14
H 1.52 -5.32 0.48
H -0.07 -2.69 1.48
H 0.45 -3.06 -0.09
H 0.52 -0.64 0.17
H 2.16 -1.32 -0.13
H 2.32 -1.18 2.36
H -0.14 -0.67 2.53
H 0.32 0.88 1.94
H 0.15 0.79 4.33
H 1.67 1.37 3.78
H 3.07 -1.07 5.83
H 2.22 0.47 6.12
H 3.27 0.33 4.78
*
```

Calculated values
Kohn-Sham gap	9.4	eV
E_HOMO	-8.84	eV
relative energy (zero: lowest compared OMol25 entry of this formula, charge and spin)	70.3	kJ/mol
LUMO level	0.5620	eV

***

# C21H26NO3P

One molecule with the formula C21H26NO3P at a distorted geometry (wB97M-V/def2-TZVPD, the Open Molecules 2025 dataset).

ORCA input file:
```
! wB97M-V def2-TZVPD RIJCOSX def2/J DEFGRID3
* xyz 0 1
C -0.56 -5.39 -1.08
C 0.20 -4.16 -1.50
O -0.45 -3.00 -0.90
P -0.42 -1.52 -1.46
C 0.81 -0.66 -0.39
C 2.09 -1.23 -0.86
N 3.09 -1.72 -1.21
O -0.07 -1.30 -2.89
O -1.84 -0.96 -1.00
C -3.01 -1.80 -1.14
C -4.24 -0.93 -1.05
H 0.04 -6.28 -1.31
H -0.79 -5.40 -0.01
H -1.50 -5.47 -1.63
H 1.24 -4.18 -1.15
H 0.20 -4.03 -2.59
H 0.61 -1.00 0.65
H -2.97 -2.31 -2.12
H -3.01 -2.55 -0.34
H -5.13 -1.57 -1.06
H -4.25 -0.33 -0.13
H -4.32 -0.25 -1.90
C -4.47 2.48 1.22
C -3.03 2.33 0.81
C -2.70 2.23 -0.55
C -1.44 1.82 -0.94
C -0.45 1.56 0.02
C 0.84 0.85 -0.44
C 2.12 1.30 0.29
C 3.18 1.82 -0.45
C 4.43 2.03 0.13
C 4.61 1.79 1.50
C 5.98 1.88 2.09
C 3.51 1.40 2.27
C 2.29 1.10 1.66
C -0.70 1.95 1.34
C -2.00 2.25 1.74
H -4.58 2.37 2.30
H -4.87 3.45 0.92
H -5.10 1.71 0.75
H -3.45 2.46 -1.31
H -1.21 1.68 -2.00
H 0.98 1.10 -1.50
H 3.04 2.00 -1.52
H 5.27 2.37 -0.47
H 5.93 1.78 3.18
H 6.65 1.08 1.72
H 6.45 2.83 1.83
H 3.63 1.31 3.36
H 1.48 0.67 2.26
H 0.11 2.02 2.07
H -2.22 2.43 2.79
*
```

Calculated values
Kohn-Sham gap	9.4	eV
E_HOMO	-8.75	eV
LUMO level	0.6904	eV

***

# C23H16NO6

A 2-piece molecular cluster, C23H16NO6 overall at a distorted geometry (wB97M-V/def2-TZVPD, the Open Molecules 2025 dataset).

ORCA input file:
```
! wB97M-V def2-TZVPD RIJCOSX def2/J DEFGRID3
* xyz -1 1
O -0.89 1.19 -0.86
C -0.45 2.34 -1.20
C -0.04 3.39 -0.21
N 0.25 3.02 1.14
O 0.33 1.82 1.51
O 0.46 3.97 1.94
C 0.49 4.61 -0.64
C 0.60 4.90 -2.00
C 0.26 3.93 -2.96
C -0.23 2.69 -2.57
H 0.89 5.29 0.13
H 0.96 5.88 -2.31
H 0.42 4.12 -4.02
H -0.46 1.91 -3.30
C -5.19 -3.70 2.06
O -4.70 -3.84 0.70
C -3.68 -3.03 0.28
C -3.06 -2.06 1.11
C -2.01 -1.31 0.59
C -1.49 -1.56 -0.69
C -0.35 -0.76 -1.15
C 0.87 -0.73 -0.48
C 1.99 0.06 -1.03
O 2.03 0.67 -2.09
C 3.07 -0.08 -0.03
C 2.65 -0.88 1.04
C 3.51 -1.16 2.09
C 4.80 -0.61 2.08
C 5.22 0.21 1.01
C 4.35 0.48 -0.05
C 1.24 -1.34 0.82
O 0.62 -2.11 1.54
C -2.14 -2.51 -1.51
C -3.20 -3.24 -1.03
H -5.99 -4.43 2.16
H -4.39 -3.92 2.78
H -5.58 -2.68 2.22
H -3.39 -1.88 2.14
H -1.56 -0.53 1.19
H -0.28 -0.55 -2.21
H 3.17 -1.80 2.90
H 5.48 -0.80 2.91
H 6.21 0.65 1.02
H 4.64 1.10 -0.89
H -1.75 -2.69 -2.50
H -3.69 -4.00 -1.64
*
```

Calculated values
Kohn-Sham gap	6.8	eV
E_HOMO	-4.13	eV
relative energy (zero: lowest compared OMol25 entry of this formula, charge and spin)	0.0	kJ/mol
LUMO level	2.6611	eV

***

# C4H4LiO5Sc

C4H4LiO5Sc as an isolated structure at a distorted geometry (wB97M-V/def2-TZVPD, the Open Molecules 2025 dataset).

ORCA input file:
```
! wB97M-V def2-TZVPD RIJCOSX def2/J DEFGRID3
* xyz 1 2
O 0.41 0.45 -2.21
O 1.03 0.75 -0.13
C 1.32 0.06 1.11
C 2.67 0.58 1.58
O 3.63 0.47 0.59
C 0.14 0.30 -1.03
H 0.50 0.29 1.82
H 1.37 -1.02 0.93
H 2.91 0.00 2.50
H 2.53 1.63 1.91
O -1.99 -0.01 0.01
O -0.93 -1.82 -0.67
C -0.99 -0.56 -0.54
Li 2.96 0.81 -1.03
Sc -2.96 -1.98 0.17
*
```

Calculated values
Kohn-Sham gap (spin up / spin down)	3.9 / 4.0	eV
expectation value of S²	0.75
E_HOMO (spin up / spin down)	-10.36 / -10.36	eV
relative energy (zero: lowest compared OMol25 entry of this formula, charge and spin)	262.7	kJ/mol
LUMO level (spin up / spin down)	-6.4293 / -6.3792	eV

***

# C9H27F8K2N4O28P3S8

C9H27F8K2N4O28P3S8 as an isolated structure at a distorted geometry (wB97M-V/def2-TZVPD, the Open Molecules 2025 dataset).

ORCA input file:
```
! wB97M-V def2-TZVPD RIJCOSX def2/J DEFGRID3
* xyz -2 1
K 3.98 -1.02 1.32
K 3.72 -0.96 -2.29
N 4.98 0.88 -0.40
S 6.49 1.31 -0.09
O 6.69 1.73 1.25
O 7.22 1.98 -1.11
F 7.11 -0.14 -0.21
S 4.33 2.39 -0.65
O 3.84 2.56 -1.98
O 4.94 3.51 -0.04
F 3.01 2.12 0.20
N 4.95 -3.26 -3.25
S 5.77 -2.91 -4.56
O 5.09 -2.47 -5.74
O 6.98 -3.64 -4.73
F 6.29 -1.51 -3.93
S 3.77 -4.18 -3.98
O 4.22 -5.14 -4.92
O 2.51 -3.50 -4.09
F 3.49 -5.06 -2.68
N 5.57 -3.49 1.90
S 4.79 -4.33 3.03
O 4.36 -3.49 4.11
O 5.22 -5.65 3.31
F 3.42 -4.54 2.27
S 6.97 -3.16 2.70
O 7.73 -4.29 3.09
O 6.90 -2.06 3.60
F 7.72 -2.60 1.43
N 1.76 -1.62 -0.47
S 0.36 -0.92 -0.23
O -0.01 -0.70 1.12
O -0.64 -1.23 -1.19
F 0.85 0.56 -0.66
S 1.24 -3.19 -0.36
O 0.91 -3.79 -1.59
O 0.61 -3.58 0.85
F 2.76 -3.68 -0.15
C -3.94 0.26 -1.08
O -4.01 -0.42 -2.33
P -3.93 0.41 -3.68
O -3.77 -0.43 -4.85
O -5.18 1.38 -3.67
C -6.47 0.87 -3.31
O -2.81 1.49 -3.47
C -1.46 1.10 -3.24
H -3.26 -0.29 -0.41
H -4.90 0.34 -0.57
H -3.52 1.26 -1.14
H -7.06 1.67 -2.86
H -6.40 0.03 -2.62
H -6.98 0.55 -4.21
H -0.78 1.75 -3.79
H -1.23 0.07 -3.50
H -1.21 1.24 -2.18
C -4.64 0.09 6.77
O -4.17 -0.80 5.77
P -4.48 -0.51 4.25
O -5.55 0.45 4.03
O -3.07 -0.12 3.67
C -3.01 0.36 2.32
O -4.79 -1.93 3.61
C -3.77 -2.95 3.67
H -5.07 0.98 6.33
H -3.83 0.36 7.45
H -5.39 -0.41 7.39
H -4.00 0.51 1.89
H -2.46 -0.33 1.69
H -2.48 1.31 2.30
H -2.78 -2.51 3.54
H -3.91 -3.55 2.77
H -3.86 -3.56 4.56
C 0.79 3.88 -0.97
O -0.58 4.03 -1.39
P -1.72 3.77 -0.34
O -2.01 2.37 -0.07
O -1.28 4.62 0.92
C -1.97 4.37 2.16
O -2.94 4.61 -0.91
C -3.22 4.57 -2.31
H 0.92 3.68 0.09
H 1.36 4.81 -1.10
H 1.27 3.10 -1.55
H -2.06 5.32 2.68
H -1.31 3.75 2.77
H -2.93 3.89 2.04
H -2.58 3.88 -2.85
H -3.21 5.57 -2.73
H -4.24 4.20 -2.46
*
```

Calculated values
Kohn-Sham gap	8.9	eV
E_HOMO	-5.70	eV
LUMO level	3.1885	eV

***

# C6H9O4P

An isolated ion of composition C6H9O4P and charge -2 at a distorted geometry (wB97M-V/def2-TZVPD, the Open Molecules 2025 dataset).

ORCA input file:
```
! wB97M-V def2-TZVPD RIJCOSX def2/J DEFGRID3
* xyz -2 1
C 1.34 0.26 0.64
C 1.26 -0.16 -0.85
C -0.85 -0.95 -1.72
C 0.38 0.19 1.66
C 0.64 0.12 3.05
C -1.13 0.11 1.37
O -1.26 1.85 -2.03
O 1.03 0.68 -1.83
O -0.53 0.68 -4.02
O 0.39 -1.33 -1.04
P -0.45 0.69 -2.51
H 2.34 0.57 0.98
H 2.23 -0.66 -1.11
H -0.90 -1.73 -2.58
H -1.76 -1.25 -1.10
H 0.03 0.30 3.96
H 1.69 0.34 3.26
H -1.49 -0.87 1.19
H -1.23 0.66 0.50
H -1.74 0.49 2.19
*
```

Calculated values
Kohn-Sham gap	5.1	eV
E_HOMO	1.55	eV
relative energy (zero: lowest compared OMol25 entry of this formula, charge and spin)	87.2	kJ/mol
LUMO level	6.6052	eV

***

# CHNO3

One molecule with the formula CHNO3 at a distorted geometry (wB97M-V/def2-TZVPD, the Open Molecules 2025 dataset).

ORCA input file:
```
! wB97M-V def2-TZVPD RIJCOSX def2/J DEFGRID3
* xyz 0 1
C -0.37 0.12 0.62
N 0.05 0.39 -0.89
O -1.26 0.40 1.29
O 0.89 -0.38 0.85
O 1.23 -0.33 -0.54
H -0.54 -0.19 -1.33
*
```

Calculated values
Kohn-Sham gap	11.4	eV
E_HOMO	-10.80	eV
relative energy (zero: lowest compared OMol25 entry of this formula, charge and spin)	296.6	kJ/mol
LUMO level	0.6497	eV

***

# C4H2F4

A 2-piece molecular cluster, C4H2F4 overall at a distorted geometry (wB97M-V/def2-TZVPD, the Open Molecules 2025 dataset).

ORCA input file:
```
! wB97M-V def2-TZVPD RIJCOSX def2/J DEFGRID3
* xyz 0 1
C -0.35 2.97 0.15
C -0.46 1.82 -0.19
C -0.16 -0.96 -0.84
C 0.37 -1.28 0.55
F 0.71 -0.94 -1.88
F -0.24 -0.45 1.38
F 0.03 -2.49 0.96
F 1.66 -1.22 0.66
H -0.40 4.05 0.37
H -1.17 -1.50 -1.16
*
```

Calculated values
Kohn-Sham gap (spin up / spin down)	9.5 / 7.8	eV
E_HOMO (spin up / spin down)	-10.76 / -10.32	eV
relative energy (zero: lowest compared OMol25 entry of this formula, charge and spin)	488.8	kJ/mol
LUMO level (spin up / spin down)	-1.2334 / -2.4794	eV

***

# C2

A 2-piece molecular cluster, C2 overall at a distorted geometry (wB97M-V/def2-TZVPD, the Open Molecules 2025 dataset).

ORCA input file:
```
! wB97M-V def2-TZVPD RIJCOSX def2/J DEFGRID3
* xyz 0 1
C 0.00 0.00 1.31
C 0.00 0.00 -1.31
*
```

Calculated values
Kohn-Sham gap	5.8	eV
E_HOMO	-8.15	eV
relative energy (zero: lowest compared OMol25 entry of this formula, charge and spin)	693.2	kJ/mol
LUMO level	-2.3391	eV

***

# CHBr2IO2S

CHBr2IO2S as an isolated structure at a distorted geometry (wB97M-V/def2-TZVPD, the Open Molecules 2025 dataset).

ORCA input file:
```
! wB97M-V def2-TZVPD RIJCOSX def2/J DEFGRID3
* xyz 0 1
C 1.18 0.72 0.46
O -0.70 -2.33 0.04
O -0.57 -0.58 -1.78
S -0.68 -0.95 -0.39
Br 1.28 1.62 -1.24
Br 0.17 1.42 1.76
I -2.73 -0.04 0.50
H 2.05 0.14 0.64
*
```

Calculated values
Kohn-Sham gap (spin up / spin down)	7.2 / 6.6	eV
E_HOMO (spin up / spin down)	-9.22 / -9.07	eV
relative energy (zero: lowest compared OMol25 entry of this formula, charge and spin)	159.2	kJ/mol
LUMO level (spin up / spin down)	-2.0647 / -2.4271	eV

***

# C27H33N2O4

An isolated ion of composition C27H33N2O4 and charge +1 (wB97M-V/def2-TZVPD, the Open Molecules 2025 dataset).

ORCA input file:
```
! wB97M-V def2-TZVPD RIJCOSX def2/J DEFGRID3
* xyz 1 1
C 7.28 2.21 2.56
H 6.76 1.95 3.49
H 8.34 1.99 2.67
H 7.14 3.27 2.35
O 6.84 1.40 1.49
C 5.55 1.48 1.08
C 4.60 2.26 1.71
C 3.28 2.26 1.30
C 2.89 1.49 0.21
C 3.85 0.71 -0.46
C 5.18 0.68 -0.02
O 6.00 -0.19 -0.68
C 7.40 0.02 -0.73
H 7.75 -0.63 -1.54
H 7.88 -0.27 0.20
H 7.64 1.06 -0.96
O 3.35 -0.04 -1.51
C 4.16 -0.30 -2.65
H 4.84 -1.13 -2.47
H 4.72 0.58 -2.94
H 3.46 -0.56 -3.44
C 1.47 1.50 -0.29
N 0.94 0.11 -0.37
H 1.65 -0.39 -0.94
C 0.86 -0.55 0.95
C 0.44 -2.02 0.75
N -0.81 -2.15 0.04
C -0.76 -1.45 -1.21
C -0.36 0.03 -1.07
H -0.28 0.50 -2.05
H -1.11 0.56 -0.48
H -1.74 -1.52 -1.69
H -0.03 -1.96 -1.86
C -2.00 -1.91 0.84
C -3.25 -2.24 0.06
C -4.20 -1.27 -0.19
C -5.34 -1.57 -0.92
C -5.51 -2.86 -1.43
C -4.55 -3.82 -1.19
C -3.43 -3.53 -0.44
H -2.68 -4.28 -0.25
H -4.69 -4.82 -1.58
H -6.39 -3.08 -2.01
O -6.28 -0.65 -1.25
C -6.53 0.42 -0.41
C -6.55 0.31 0.97
C -6.86 1.41 1.75
C -7.17 2.62 1.15
C -7.17 2.73 -0.23
C -6.85 1.64 -1.01
H -6.85 1.70 -2.09
H -7.42 3.67 -0.70
H -7.42 3.47 1.76
H -6.88 1.31 2.82
H -6.33 -0.65 1.43
H -4.06 -0.26 0.19
H -1.94 -2.58 1.71
H -2.07 -0.88 1.21
H 0.36 -2.50 1.72
H 1.21 -2.54 0.18
H 1.83 -0.49 1.43
H 0.13 -0.02 1.56
H 1.43 1.93 -1.29
H 0.84 2.09 0.38
H 2.56 2.86 1.81
H 4.87 2.87 2.56
*
```

Calculated values
Kohn-Sham gap	8.3	eV
E_HOMO	-10.35	eV
relative energy (zero: lowest compared OMol25 entry of this formula, charge and spin)	14.5	kJ/mol
LUMO level	-2.0284	eV

***

# H8O4

A 4-piece molecular cluster, H8O4 overall at a distorted geometry (wB97M-V/def2-TZVPD, the Open Molecules 2025 dataset).

ORCA input file:
```
! wB97M-V def2-TZVPD RIJCOSX def2/J DEFGRID3
* xyz 0 1
H 0.14 0.04 0.95
H 0.01 -0.74 2.42
H -1.60 0.46 0.09
H -1.02 -0.06 -1.22
H 0.36 1.55 -0.35
H 1.56 2.24 0.27
H 0.90 -1.03 -1.05
H -0.12 -1.98 -0.41
O -0.28 -0.90 1.35
O -1.33 0.78 -0.80
O 1.22 1.33 0.08
O 0.16 -1.70 -1.33
*
```

Calculated values
Kohn-Sham gap	11.8	eV
E_HOMO	-11.38	eV
relative energy (zero: lowest compared OMol25 entry of this formula, charge and spin)	128.6	kJ/mol
LUMO level	0.3748	eV

***

# C10H21N2P

One molecule with the formula C10H21N2P at a distorted geometry (wB97M-V/def2-TZVPD, the Open Molecules 2025 dataset).

ORCA input file:
```
! wB97M-V def2-TZVPD RIJCOSX def2/J DEFGRID3
* xyz 0 1
C 0.74 1.31 -1.04
C -0.61 1.34 -1.21
C 2.24 -0.03 1.50
C 2.94 -1.65 -0.29
C 3.61 0.77 -0.51
C -3.73 0.55 -1.10
C -2.66 -1.54 0.04
C -2.55 0.66 1.18
C 2.60 -0.22 0.00
C -2.56 0.01 -0.14
N 1.27 0.03 -0.79
N -1.24 0.14 -0.77
P -0.08 -1.10 -0.70
H 1.42 2.09 -1.27
H -1.24 2.21 -1.34
H 1.67 0.93 1.47
H 1.59 -0.79 1.72
H 3.16 -0.01 2.16
H 3.49 -1.81 -1.22
H 1.95 -2.11 -0.43
H 3.49 -2.11 0.46
H 4.50 0.90 0.21
H 4.13 0.43 -1.35
H 3.16 1.76 -0.74
H -4.27 -0.17 -1.59
H -4.50 1.16 -0.64
H -3.34 1.11 -1.93
H -1.70 -2.00 0.37
H -3.07 -2.11 -0.82
H -3.44 -1.80 0.80
H -1.57 0.33 1.54
H -2.73 1.81 1.15
H -3.26 0.39 1.85
H -0.09 -1.11 -2.20
*
```

Calculated values
Kohn-Sham gap	7.6	eV
E_HOMO	-6.73	eV
relative energy (zero: lowest compared OMol25 entry of this formula, charge and spin)	0.0	kJ/mol
LUMO level	0.8499	eV